C45H40CoF3N5S3Sb | ωB97M-V/def2-TZVPD

Positions of all 98 atoms, in Å:
Co: 0.4564 0.5755 0.8660
C: -1.6436 -2.8572 2.7035
C: -1.2282 -1.8666 1.8067
N: -0.3569 -0.9303 2.0725
C: 0.2559 -0.9097 3.2817
C: 0.0062 -1.9347 4.2162
C: -1.0268 -2.8239 3.9242
C: 0.8798 -2.0805 5.3387
C: 1.8229 -1.1117 5.4937
C: 1.9828 -0.0023 4.6660
C: 1.1833 0.1677 3.5567
N: 1.2696 1.0986 2.5682
C: 2.0795 2.2003 2.5570
C: 2.5691 2.9604 3.6150
C: 3.3661 4.1179 3.3829
C: 3.7396 4.5351 2.1586
C: 3.2373 3.8454 1.0256
C: 3.5963 4.1075 -0.2965
C: 3.1324 3.3910 -1.3566
C: 2.2573 2.3502 -1.0421
N: 1.8489 2.0748 0.1700
C: 2.3865 2.7369 1.2151
H: -2.4278 -3.5583 2.4266
H: -1.6293 -1.9197 0.7664
H: -1.2075 -3.5669 4.6949
H: 0.7065 -2.9047 6.0133
H: 2.5331 -1.2399 6.2772
H: 2.7999 0.6954 4.9320
H: 2.2357 2.6478 4.6154
H: 3.6372 4.7422 4.2353
H: 4.4254 5.3579 1.9633
H: 4.2628 4.9573 -0.4972
H: 3.4287 3.5600 -2.4063
H: 1.7909 1.7530 -1.8358
C: 2.2542 -3.6593 -0.1664
C: 1.4746 -2.6712 -1.0627
S: 1.7811 -0.9144 -0.8178
C: 3.5371 -0.7272 -1.2927
C: 4.5768 -1.1847 -0.3200
S: 4.4959 -0.3076 1.2519
C: 4.3837 -1.6602 2.4913
C: 3.9414 -3.0334 2.0842
S: 2.2254 -3.2592 1.5842
H: 3.2087 -3.8525 -0.5179
H: 1.7354 -4.6009 -0.3006
H: 0.4256 -2.6884 -0.7709
H: 1.6388 -2.9464 -2.1219
H: 3.6003 0.3359 -1.4541
H: 3.7158 -1.2579 -2.2266
H: 5.5361 -0.9485 -0.8032
H: 4.5288 -2.2570 -0.0926
H: 3.7118 -1.3218 3.2749
H: 5.3076 -1.7016 3.0093
H: 3.8835 -3.6225 3.0064
H: 4.6791 -3.5436 1.4532
F: 0.1952 -0.8109 -7.5591
C: -0.2048 -0.5505 -6.2847
C: 0.7068 -0.4168 -5.2192
C: 0.1801 -0.1482 -3.9782
C: -1.1986 -0.1039 -3.7098
C: -2.0568 -0.2031 -4.8008
C: -1.5447 -0.3847 -6.0909
Sb: -1.8682 -0.1019 -1.6688
C: -3.4124 1.3501 -1.8433
C: -4.2972 1.4558 -0.7652
C: -5.3705 2.3102 -0.8705
C: -5.5861 3.0643 -2.0157
F: -6.6152 3.9291 -2.0301
C: -4.7103 3.0074 -3.1222
C: -3.6344 2.1294 -2.9571
C: -3.2148 -1.7762 -1.5890
C: -3.0726 -2.8250 -2.5206
C: -3.7583 -4.0120 -2.4318
C: -4.6182 -4.1351 -1.3356
F: -5.2487 -5.2684 -1.1501
C: -4.8252 -3.1533 -0.3805
C: -4.0975 -1.9862 -0.5206
H: 1.7739 -0.4050 -5.3817
H: 0.9315 -0.1442 -3.1373
H: -3.1367 -0.1412 -4.6758
H: -2.1930 -0.5854 -6.8797
H: -4.1166 0.8858 0.1635
H: -6.0933 2.3556 -0.0981
H: -4.9639 3.4440 -4.0538
H: -2.9219 2.0513 -3.7600
H: -2.3655 -2.6549 -3.3230
H: -3.6404 -4.8151 -3.0994
H: -5.5247 -3.2554 0.4269
H: -4.3462 -1.1810 0.1877
N: -2.7255 3.4559 1.3878
C: -2.2470 3.9866 0.1944
C: -1.2155 3.1435 -0.1575
N: -1.0715 2.1405 0.7738
C: -1.9691 2.3596 1.6898
H: -3.5288 3.7793 1.8956
H: -2.6431 4.9159 -0.1530
H: -0.6555 3.2305 -1.0783
H: -2.1066 1.7174 2.6057

Results
E_HOMO (spin up / spin down): -9.2 / -9.3 eV
energy relative to the best compared isomer or geometry (same formula, charge and spin): 0.0 kcal/mol
charge: +1
multiplicity: 4

Atomic partial charges in e from the Löwdin method, atoms 1 to 2: 0.539 -0.025